one:
# C4H9N3O

The molecule C4H9N3O (wB97M-V/def2-TZVPD, OMol25).

ORCA input file:
```
! wB97M-V def2-TZVPD RIJCOSX def2/J DEFGRID3
* xyz 0 1
N -1.81 0.02 -1.15
C -0.74 0.83 -0.62
O 0.52 0.67 -1.39
C 1.22 0.15 -0.27
N 1.92 -1.09 -0.46
C 1.23 0.87 1.04
C -0.05 0.24 0.57
N -0.58 -0.95 1.26
H -2.67 0.04 -0.61
H -2.02 0.25 -2.12
H -0.98 1.89 -0.54
H 1.79 -1.39 -1.43
H 1.47 -1.80 0.12
H 1.75 0.41 1.86
H 1.31 1.95 1.01
H -1.11 -0.68 2.09
H -1.24 -1.41 0.63
*
```

For the HOMO energy, the calculation gives -7.94 eV. For the HOMO-LUMO gap, the calculation gives 8.8 eV. As for the SMILES: N[C@@H]1O[C@@]2(N)C[C@@]12N.

Results of the Löwdin charge analysis, in e, for atoms 1 through 4: N 0.07; C -0.30; O 0.00; C -0.45

***

two:
# C4H9N3O

The molecule C4H9N3O (wB97M-V/def2-TZVPD, OMol25).

ORCA input file:
```
! wB97M-V def2-TZVPD RIJCOSX def2/J DEFGRID3
* xyz 0 1
H 2.50 -0.24 0.44
N 1.57 -0.68 0.73
C 0.61 -0.67 -0.14
N -0.30 -1.66 -0.03
O -1.66 -1.34 -0.29
C 0.17 0.44 -1.17
C 0.99 1.63 -0.69
C -0.37 1.34 -0.07
N -0.74 0.69 1.29
H -0.37 -2.07 1.08
H -1.84 -0.38 0.08
H -0.35 0.44 -2.25
H 2.05 1.46 -0.12
H 1.02 2.67 -1.46
H -0.99 2.38 -0.43
H -0.02 0.00 1.67
H -0.89 1.43 1.84
*
```

For the HOMO energy, the calculation gives -9.40 eV. For the HOMO-LUMO gap, the calculation gives 10.1 eV. As for the SMILES: [H]/N=C(/NO)[C@@H]1C[C@@H]1N.

Results of the Löwdin charge analysis, in e, for atoms 1 through 4: H 0.08; N 0.08; C -0.50; N -0.03

***

three:
# C4H9N3O

A 4-piece molecular cluster, C4H9N3O overall (wB97M-V/def2-TZVPD, OMol25).

ORCA input file:
```
! wB97M-V def2-TZVPD RIJCOSX def2/J DEFGRID3
* xyz 0 1
C 2.72 -1.22 0.16
C 1.45 0.74 -0.27
C 0.38 1.79 0.07
C -2.43 -0.22 0.07
H 3.93 -0.55 -1.22
H 3.73 -1.22 1.95
H 1.65 -2.68 -0.44
H 0.65 -1.13 0.99
H 1.77 0.80 -1.51
H 2.34 1.10 0.17
H 0.67 2.75 0.49
H -0.38 -0.40 -0.58
H -3.16 0.67 0.53
N 1.29 -0.72 -0.02
N -0.80 1.41 0.15
N -1.07 0.22 -0.10
O -2.49 -1.52 -0.09
*
```

For the HOMO energy, the calculation gives -8.82 eV. For the HOMO-LUMO gap, the calculation gives 6.7 eV.

Results of the Löwdin charge analysis, in e, for atoms 1 through 4: C -0.21; C -0.29; C -0.14; C -0.16

***

four:
# C4H9N3O

The molecule C4H9N3O (wB97M-V/def2-TZVPD, OMol25).

ORCA input file:
```
! wB97M-V def2-TZVPD RIJCOSX def2/J DEFGRID3
* xyz 0 1
C -0.19 -2.04 -1.00
C 0.33 1.85 -1.07
C -0.30 -0.74 -0.25
C 0.40 0.50 -0.49
N 1.34 0.40 1.74
O -1.52 0.10 1.57
N -1.52 -0.23 0.16
N 1.05 -0.15 0.46
H -2.35 0.56 1.66
H 0.47 0.56 2.22
H 1.87 -0.31 2.23
H -0.96 -2.06 -1.78
H -0.37 -2.87 -0.32
H 0.79 -2.14 -1.46
H 0.22 2.62 -0.30
H 1.27 2.06 -1.60
H -0.51 1.91 -1.77
*
```

For the HOMO energy (alpha / beta), the calculation gives -6.98 / -6.99 eV. For the HOMO-LUMO gap (alpha / beta), the calculation gives 7.9 / 7.9 eV.

Results of the Löwdin charge analysis, in e, for atoms 1 through 4: C -0.02; C -0.02; C -0.43; C -0.21

***

one is preferred energetically. Next in line: 361.4 kJ/mol higher.

***

one:
# C4H9N3O

The molecule C4H9N3O (wB97M-V/def2-TZVPD, OMol25).

ORCA input file:
```
! wB97M-V def2-TZVPD RIJCOSX def2/J DEFGRID3
* xyz 0 1
C 0.38 0.85 1.84
C -0.20 -0.25 1.39
C -0.22 -0.68 -0.03
O -0.36 -2.09 -0.18
C -1.14 0.03 -0.95
N -1.68 1.28 -0.74
N 0.61 0.07 -0.98
N 1.88 -0.42 -1.24
H 0.30 1.14 2.88
H 0.76 1.61 1.18
H -0.64 -0.98 2.06
H 0.53 -2.46 -0.12
H -1.67 -0.59 -1.66
H -1.10 1.88 -0.17
H -2.11 1.76 -1.51
H 2.62 0.21 -0.92
H 2.04 -1.35 -0.85
*
```

For the HOMO energy, the calculation gives -7.31 eV. For the HOMO-LUMO gap, the calculation gives 8.2 eV. As for the SMILES: C=C[C@@]1(O)[C@@H](N)N1N.

Results of the Löwdin charge analysis, in e, for atoms 1 through 4: C 0.02; C -0.09; C -0.57; O 0.02

***

two:
# C4H9N3O

C4H9N3O as an isolated structure (wB97M-V/def2-TZVPD, OMol25).

ORCA input file:
```
! wB97M-V def2-TZVPD RIJCOSX def2/J DEFGRID3
* xyz 0 1
C 1.46 -0.01 -0.06
C -0.79 -0.63 0.58
C -1.51 -0.90 -0.73
C -1.56 0.66 0.46
H 1.48 1.07 -1.68
H 2.10 2.22 1.17
H 3.16 -0.19 -0.67
H 1.12 -1.36 1.36
H -1.20 -1.32 1.44
H -0.74 -0.72 -1.32
H -2.13 -1.72 -1.11
H -2.28 1.30 1.22
H -0.79 1.54 -0.02
N 0.92 1.33 -0.43
N 2.37 -0.83 -0.49
N 0.67 -0.57 0.82
O -2.28 0.13 -0.54
*
```

For the HOMO energy, the calculation gives -8.57 eV. For the HOMO-LUMO gap, the calculation gives 6.0 eV.

Results of the Löwdin charge analysis, in e, for atoms 1 through 4: C -0.79; C -0.22; C -0.21; C -0.22

***

three:
# C4H9N3O

C4H9N3O as an isolated structure (wB97M-V/def2-TZVPD, OMol25).

ORCA input file:
```
! wB97M-V def2-TZVPD RIJCOSX def2/J DEFGRID3
* xyz 0 1
C -1.18 -1.50 0.30
C -0.90 1.38 0.16
C 1.33 0.43 -0.30
C 2.14 -0.79 -0.26
H -1.57 -2.55 -0.06
H -0.60 -2.06 1.11
H -1.84 -0.69 0.69
H -1.70 -0.30 -1.30
H -0.79 1.59 1.39
H -0.65 2.47 -0.58
H -2.08 1.07 0.10
H 1.33 2.27 0.41
H 3.09 -0.53 -0.66
N -0.63 -0.77 -0.88
N -0.08 0.34 -0.35
N 2.13 1.50 0.05
O 2.00 -1.85 0.18
*
```

For the HOMO energy, the calculation gives -8.93 eV. For the HOMO-LUMO gap, the calculation gives 9.3 eV.

Results of the Löwdin charge analysis, in e, for atoms 1 through 4: C -0.14; C -0.14; C -0.30; C -0.29

***

four:
# C4H9N3O

A 2-piece molecular cluster, C4H9N3O overall (wB97M-V/def2-TZVPD, OMol25).

ORCA input file:
```
! wB97M-V def2-TZVPD RIJCOSX def2/J DEFGRID3
* xyz 0 1
C 2.75 -0.68 0.50
C -3.27 0.64 -0.01
C 0.66 0.17 -0.33
N -2.35 -0.27 0.25
N 0.30 0.52 0.90
C -0.29 0.22 -1.38
O 1.86 -0.34 -0.58
N -3.99 1.52 -0.26
H -2.74 -1.18 0.50
H -1.36 -0.26 -0.75
H 0.92 0.48 1.69
H -0.72 0.50 1.06
H 3.08 0.22 1.03
H 3.61 -1.15 0.03
H 2.27 -1.38 1.19
H -0.75 1.20 -1.52
H 0.04 -0.23 -2.31
*
```

For the HOMO energy, the calculation gives -8.04 eV. For the HOMO-LUMO gap, the calculation gives 8.3 eV.

Results of the Löwdin charge analysis, in e, for atoms 1 through 4: C -0.04; C -0.51; C -0.42; N -0.08

***

four is preferred energetically. Next in line: 199.4 kJ/mol higher.